This record from the OMol25 dataset describes a cluster of 5 separate species, C29H34N3 in total. The level of theory is ωB97M-V/def2-TZVPD.

Last columns: bonded neighbours and bond lengths (Å).
Positions of all 66 atoms, in Å:
1 N 1.372 0.833 2.243  C2 1.514, H9 1.035, H10 1.037
2 C 0.893 2.086 1.541  N1 1.514, C3 1.635, H11 1.142, H12 1.148
3 C -0.188 2.900 2.459  C2 1.635, C4 1.617, H13 1.147, H14 1.145
4 C -1.582 2.108 2.250  C3 1.617, C5 1.542, N8 1.451
5 C -2.316 1.351 3.374  C4 1.542, N6 1.473, H15 1.136
6 N -3.443 0.822 2.586  C5 1.473, C7 1.428, H16 1.029
7 C -3.395 1.197 1.208  N6 1.428, N8 1.450, H17 1.143
8 N -2.229 2.020 0.954  C4 1.451, C7 1.450, H18 1.038
9 H 1.835 0.300 1.487  N1 1.035
10 H 0.552 0.291 2.572  N1 1.037
11 H 1.776 2.770 1.305  C2 1.142
12 H 0.361 1.820 0.560  C2 1.148
13 H -0.259 3.994 2.121  C3 1.147
14 H 0.112 2.780 3.557  C3 1.145
15 H -2.053 1.223 4.472  C5 1.136
16 H -4.168 0.217 2.994  N6 1.029
17 H -4.161 0.883 0.420  C7 1.143
18 H -1.937 2.430 0.046  N8 1.038
19 C -1.697 -3.249 -2.297  C20 1.392, C24 1.392, H25 1.085
20 C -2.433 -3.912 -1.320  C19 1.392, C21 1.391, H26 1.085
21 C -2.720 -3.279 -0.114  C20 1.391, C22 1.392, H27 1.085
22 C -2.279 -1.978 0.110  C21 1.392, C23 1.392, H28 1.086
23 C -1.546 -1.313 -0.870  C22 1.392, C24 1.392, H29 1.086
24 C -1.251 -1.950 -2.072  C19 1.392, C23 1.392, H30 1.085
25 H -1.470 -3.744 -3.235  C19 1.085
26 H -2.782 -4.924 -1.497  C20 1.085
27 H -3.287 -3.799 0.650  C21 1.085
28 H -2.507 -1.482 1.048  C22 1.086
29 H -1.204 -0.298 -0.696  C23 1.086
30 H -0.676 -1.434 -2.833  C24 1.085
31 C 1.098 -0.168 -6.494  C32 1.391, C36 1.392, H37 1.085
32 C 2.352 -0.644 -6.864  C31 1.391, C33 1.392, H38 1.085
33 C 3.317 -0.892 -5.892  C32 1.392, C34 1.392, H39 1.085
34 C 3.025 -0.673 -4.549  C33 1.392, C35 1.392, H40 1.085
35 C 1.770 -0.199 -4.179  C34 1.392, C36 1.392, H41 1.086
36 C 0.807 0.057 -5.152  C31 1.392, C35 1.392, H42 1.085
37 H 0.347 0.029 -7.252  C31 1.085
38 H 2.577 -0.822 -7.910  C32 1.085
39 H 4.297 -1.258 -6.182  C33 1.085
40 H 3.776 -0.871 -3.792  C34 1.085
41 H 1.542 -0.030 -3.132  C35 1.086
42 H -0.170 0.432 -4.863  C36 1.085
43 C 4.932 3.395 -1.853  C44 1.392, C48 1.392, H49 1.085
44 C 4.310 2.770 -2.930  C43 1.392, C45 1.392, H50 1.085
45 C 2.946 2.944 -3.143  C44 1.392, C46 1.392, H51 1.085
46 C 2.206 3.751 -2.285  C45 1.392, C47 1.392, H52 1.085
47 C 2.828 4.379 -1.210  C46 1.392, C48 1.392, H53 1.086
48 C 4.190 4.198 -0.991  C43 1.392, C47 1.392, H54 1.085
49 H 5.995 3.256 -1.684  C43 1.085
50 H 4.889 2.145 -3.603  C44 1.085
51 H 2.460 2.451 -3.978  C45 1.085
52 H 1.143 3.891 -2.455  C46 1.085
53 H 2.250 5.010 -0.542  C47 1.086
54 H 4.674 4.683 -0.150  C48 1.085
55 C -1.356 -1.864 5.861  C56 1.392, C60 1.391, H61 1.086
56 C -2.212 -1.991 4.771  C55 1.392, C57 1.392, H62 1.086
57 C -2.926 -3.170 4.579  C56 1.392, C58 1.391, H63 1.085
58 C -2.791 -4.219 5.483  C57 1.391, C59 1.392, H64 1.085
59 C -1.938 -4.090 6.575  C58 1.392, C60 1.392, H65 1.085
60 C -1.217 -2.915 6.762  C55 1.391, C59 1.392, H66 1.085
61 H -0.796 -0.946 6.009  C55 1.086
62 H -2.322 -1.170 4.069  C56 1.086
63 H -3.588 -3.271 3.725  C57 1.085
64 H -3.351 -5.136 5.336  C58 1.085
65 H -1.835 -4.908 7.281  C59 1.085
66 H -0.548 -2.818 7.610  C60 1.085

The total charge is +1. For the relative energy (zero: lowest compared OMol25 entry of this formula, charge and spin), the calculation gives 3.249 eV. The highest occupied orbital energy is -11.12 eV. For the HOMO-LUMO gap, the calculation gives 7.40 eV. The calculation puts the electronic energy at -1289.388593 hartree. The calculation puts the LUMO energy at -0.1369 hartree.

natural (NBO) atomic charge list, values in e, 5 entries: N -0.83; C -0.21; C -0.46; C 0.20; C -0.09